C31H38AsN2O2ReS | the ωB97M-V functional and the def2-TZVPD basis

The geometry in XYZ format:
```
76
C31H38AsN2O2ReS | the Open Molecules 2025 dataset | the ωB97M-V functional and the def2-TZVPD basis
Re -0.73628 1.01336 0.11901
C -1.36898 -6.34014 -0.55359
C -0.88408 -4.92704 -0.24419
C -0.94038 -4.70094 1.28021
C 0.56962 -4.78654 -0.73769
C -1.72768 -3.84914 -0.88609
C -2.88588 -4.14634 -1.62089
C -3.65498 -3.16324 -2.21079
C -3.27138 -1.84024 -2.04039
S -4.04728 -0.40944 -2.63749
C -2.86888 0.53946 -1.83439
N -1.93198 -0.14234 -1.15269
C -2.13408 -1.50324 -1.27579
C -1.35578 -2.51264 -0.72289
C -2.81518 1.97086 -1.77419
C -3.72378 2.83236 -2.38929
C -3.58238 4.19736 -2.22099
C -2.55648 4.70226 -1.42519
C -1.65468 3.84716 -0.80299
C -1.75948 2.47796 -0.97799
H -0.70338 -7.06174 -0.08839
H -1.37068 -6.53314 -1.62439
H -2.36878 -6.51524 -0.16139
H -0.34778 -5.45314 1.79051
H -1.96878 -4.77844 1.62351
H -0.56138 -3.72074 1.55811
H 1.17572 -5.59254 -0.33459
H 1.01952 -3.84414 -0.43379
H 0.59482 -4.84934 -1.82329
H -3.18348 -5.17584 -1.73469
H -4.53978 -3.41254 -2.77699
H -0.46798 -2.24074 -0.16599
H -4.52958 2.43306 -2.98239
H -4.27578 4.87396 -2.69839
H -2.46498 5.76886 -1.28679
H -0.87938 4.25486 -0.16389
C 1.88582 3.29776 -1.12969
As 1.30852 1.44576 -1.22819
C 1.11872 1.14706 -3.14119
C 2.89732 0.37426 -0.62199
C 4.12562 0.76796 -1.37459
C 5.05682 1.65066 -0.81189
C 6.25522 1.90196 -1.45099
C 6.52692 1.31236 -2.68259
C 5.59192 0.46206 -3.26739
C 4.40302 0.19146 -2.62089
H 2.84592 3.37476 -1.64889
H 2.00282 3.63026 -0.09699
H 1.15682 3.93276 -1.63549
H 2.02902 1.47906 -3.64709
H 0.27922 1.74686 -3.49869
H 0.93732 0.09706 -3.37609
H 2.64682 -0.67714 -0.79869
H 3.02792 0.55126 0.45111
H 4.85852 2.09826 0.15311
H 6.98752 2.54856 -0.99299
H 7.46632 1.50456 -3.17949
H 5.80542 0.00186 -4.21939
H 3.69572 -0.50594 -3.05099
O -0.78338 0.25486 2.42071
C -0.27938 1.37436 2.64971
O 0.07502 2.13006 1.70981
C -0.09558 1.83646 4.09321
N -0.14098 0.64346 4.98831
C -1.02298 0.98566 6.14141
C -2.10058 1.81876 5.47501
C -1.29098 2.71806 4.53841
H 0.84952 2.37716 4.18431
H 0.78102 0.32026 5.29661
H -0.58458 -0.10594 4.41981
H -0.45358 1.58306 6.85451
H -1.39218 0.08896 6.63641
H -2.67828 2.39206 6.19431
H -2.78248 1.17436 4.91861
H -0.92528 3.59706 5.06651
H -1.88318 3.06536 3.69341
```

Summary:
orbital gap (spin up / spin down)	4.19 / 4.76	eV
net charge	+3
relative energy (zero: lowest compared OMol25 entry of this formula, charge and spin)	0.5540	eV
E_tot	-113617.22294	eV
multiplicity	2

=====

C5H10O | the ωB97M-V functional and the def2-TZVPD basis

The geometry in XYZ format:
```
16
C5H10O | the Open Molecules 2025 dataset | the ωB97M-V functional and the def2-TZVPD basis
C 1.60317 -0.94555 0.02843
C 0.39554 -0.07476 0.33952
C 0.44881 1.44078 -0.00508
C -0.86461 1.32821 -0.82306
C -0.78370 -0.18537 -0.62979
O -1.36470 -1.12113 -1.11313
H 1.36127 -2.00362 0.16915
H 1.92348 -0.80925 -1.01094
H 2.44705 -0.69319 0.67920
H 0.04944 -0.24768 1.36764
H 0.41396 2.11869 0.85075
H 1.31428 1.69723 -0.62362
H -1.74388 1.76148 -0.33421
H -0.84408 1.66357 -1.86429
H -2.24961 -1.98021 1.84967
H -2.10640 -1.94921 1.11974
```

Summary:
SMILES string	C[C@H]1CCC1=O.[H][H]
orbital gap	10.46	eV
net charge	0
relative energy (zero: lowest compared OMol25 entry of this formula, charge and spin)	1.6751	eV
E_tot	-7393.09027	eV
multiplicity	1

=====

C2H3Cl3OSi | the ωB97M-V functional and the def2-TZVPD basis

The geometry in XYZ format:
```
10
C2H3Cl3OSi | the Open Molecules 2025 dataset | the ωB97M-V functional and the def2-TZVPD basis
O -0.36675 1.97312 -0.03813
C -0.17285 0.81518 0.07260
Si 1.47983 -0.11237 -0.02929
C -1.35197 -0.17799 0.18335
Cl -2.91438 0.64710 0.05434
Cl -1.08730 -1.09900 -1.36906
Cl -1.29517 -1.26595 1.52782
H 2.26527 0.85870 0.60624
H 2.11373 -0.05926 -1.40452
H 1.32960 -1.57954 0.39664
```

Summary:
SMILES string	O=C([SiH3])C(Cl)(Cl)Cl
orbital gap	10.11	eV
net charge	0
relative energy (zero: lowest compared OMol25 entry of this formula, charge and spin)	4.4977	eV
E_tot	-49613.37851	eV
multiplicity	1

=====

C15H35BrN5O5 | the ωB97M-V functional and the def2-TZVPD basis

The geometry in XYZ format:
```
61
C15H35BrN5O5 | the Open Molecules 2025 dataset | the ωB97M-V functional and the def2-TZVPD basis
Br 0.46198 0.64780 0.76863
C -2.66451 -1.87188 0.43106
C -3.06141 -3.43471 0.39715
O -4.15905 -3.78212 0.79103
N -1.99842 -4.23064 0.43436
C -2.03506 -5.68453 0.74383
H -1.65408 -1.43193 0.69214
H -3.58338 -1.43957 0.71145
H -2.91874 -1.70940 -0.72107
H -1.26951 -3.69729 0.49117
H -1.78102 -5.96718 1.83927
H -1.11551 -6.17262 0.19428
H -2.89919 -6.42032 0.36940
C 1.21725 4.04287 -0.55901
C 2.65153 4.02503 -0.06900
O 3.30199 5.02340 0.00020
N 3.04956 2.77459 0.17189
C 4.28815 2.51294 0.78741
H 0.36814 3.88425 0.10499
H 1.09299 3.63142 -1.51417
H 0.98454 5.07139 -0.89520
H 2.29861 2.08451 0.15314
H 5.23574 3.22486 0.41756
H 4.95971 1.57939 0.53548
H 4.26946 2.56638 1.84633
C 1.62064 2.36998 3.98943
C 0.32101 3.19845 3.97292
O 0.28838 4.12265 4.85528
N -0.58952 2.89665 3.14562
C -1.77535 3.66624 2.82982
H 2.38012 2.61624 3.13645
H 1.46214 1.32696 3.68246
H 1.94427 2.34842 5.03953
H -0.21513 2.03130 2.56452
H -2.36369 3.06904 2.21392
H -1.52527 4.55877 2.50774
H -2.35891 3.69495 3.78485
C 1.48267 -2.78702 -1.40524
C 1.24555 -3.57704 -0.04784
O 1.65253 -4.69178 0.21461
N 0.73636 -2.88032 0.98634
C 0.50429 -3.37399 2.37216
H 1.57817 -3.53178 -2.16928
H 2.50446 -2.51194 -1.04035
H 0.82835 -1.85446 -1.57801
H 0.55926 -1.75028 0.72710
H 1.54934 -3.58894 2.91345
H 0.07520 -4.38637 2.37033
H 0.00364 -2.83667 3.08332
C -2.42038 0.14105 -6.29869
C -1.38311 0.77404 -5.37107
O -0.56511 1.56045 -5.67195
N -1.41732 0.40434 -4.06517
C -0.44323 0.85777 -3.08944
H -3.29481 -0.36586 -5.79130
H -1.95185 -0.56082 -7.12302
H -2.89780 0.87755 -6.91075
H -2.20403 -0.22419 -3.61817
H -0.22730 1.96942 -3.26998
H 0.62438 0.38795 -3.11710
H -0.76769 0.82265 -1.94485
```

Summary:
orbital gap	8.82	eV
net charge	-1
relative energy (zero: lowest compared OMol25 entry of this formula, charge and spin)	0.1582	eV
E_tot	-103852.96008	eV
multiplicity	1

=====

C18H22IrNO2Te | the ωB97M-V functional and the def2-TZVPD basis

The geometry in XYZ format:
```
45
C18H22IrNO2Te | the Open Molecules 2025 dataset | the ωB97M-V functional and the def2-TZVPD basis
Ir 0.59544 -0.21772 0.59840
C 0.44980 -0.17819 5.53502
C 0.00963 -0.76728 4.17606
C 0.01258 -2.28799 4.23550
C 0.91359 -0.18284 3.11698
C 1.71788 -0.97406 2.24704
C 2.64550 -0.36741 1.33830
C 2.82421 1.04777 1.32220
C 3.90298 1.67026 0.51147
C 1.92763 1.80634 2.08305
C 0.99680 1.21199 2.93689
H -0.15640 -0.63296 6.31723
H 0.30750 0.89948 5.59699
H 1.49360 -0.41915 5.74003
H -1.00331 -0.40555 3.96491
H 0.98802 -2.66965 4.54222
H -0.27334 -2.75278 3.29250
H -0.71168 -2.61488 4.97933
H 1.73127 -2.05215 2.35221
H 3.32992 -0.99692 0.78183
H 4.11962 1.09632 -0.38842
H 4.82031 1.67359 1.11132
H 3.67854 2.70400 0.25744
H 1.98818 2.88664 2.03789
H 0.34537 1.84288 3.52935
C 0.14968 -2.87965 -1.14509
C -0.03817 -1.95763 -0.00618
O -0.79257 -1.98446 0.93006
H -0.46538 -2.50173 -1.96707
H -0.20477 -3.86840 -0.85006
H 1.19515 -2.89067 -1.44758
O -0.21128 1.04524 -1.21904
N -0.10864 2.19247 -1.60132
Te -0.16918 2.81903 -3.71746
C -2.00127 3.67290 -3.72009
C -2.76396 4.03276 -2.58875
C -3.97014 4.65922 -2.77061
C -4.43156 4.94263 -4.06710
C -3.68470 4.59513 -5.19528
C -2.47961 3.95690 -5.03477
H -2.39313 3.82969 -1.59309
H -4.57633 4.95141 -1.92445
H -5.38521 5.43987 -4.19295
H -4.06181 4.82498 -6.18256
H -1.89762 3.67531 -5.90694
```

Summary:
orbital gap (spin up / spin down)	7.27 / 6.28	eV
net charge	+3
relative energy (zero: lowest compared OMol25 entry of this formula, charge and spin)	1.2999	eV
E_tot	-34704.96295	eV
multiplicity	6

=====

C16H28INO7P2 | the ωB97M-V functional and the def2-TZVPD basis

The geometry in XYZ format:
```
55
C16H28INO7P2 | the Open Molecules 2025 dataset | the ωB97M-V functional and the def2-TZVPD basis
C 1.20130 -4.34905 0.85289
C 0.11754 -4.28687 -0.40815
O -1.23940 -4.10262 0.13006
C -2.23968 -3.89656 -0.93020
C -2.26333 -2.39195 -1.58110
O -3.05233 -1.40033 -0.82258
C -2.30932 -0.98392 0.40986
P -2.16429 0.95350 0.54559
I -3.95260 1.06378 -1.20918
C -3.41331 1.92469 1.68128
C -2.86584 3.40370 2.12828
O -2.22071 4.18182 1.05945
C -0.88641 1.77384 -0.61088
C -0.44494 0.88089 -1.91233
C 0.97936 0.08358 -1.76122
O 1.14413 -0.92267 -0.88871
N 2.20772 0.39446 -2.64237
C 3.22469 1.15586 -1.81967
C 3.33694 2.78274 -2.09990
C 4.41804 3.61807 -1.17904
C 5.28253 2.77537 -0.05351
C 5.17989 1.14934 0.20076
C 4.11460 0.31318 -0.72514
P -0.78493 0.79388 2.22563
O 0.05988 2.11829 2.51512
O 0.42936 -0.48881 2.03341
O -1.57966 0.41416 3.76860
H 2.01750 -3.50527 0.79214
H 0.66940 -4.25352 1.91128
H 1.77201 -5.39012 0.88829
H 0.47244 -3.43322 -1.12609
H 0.26730 -5.30277 -1.00535
H -1.94367 -4.63744 -1.81764
H -3.29653 -4.12532 -0.47737
H -1.15672 -2.01883 -1.82210
H -2.78878 -2.47301 -2.64980
H -2.80966 -1.41059 1.38313
H -1.23833 -1.49820 0.29804
H -4.42001 2.11624 1.06874
H -3.75951 1.26732 2.61582
H -3.81715 4.03939 2.46884
H -2.21401 3.27804 3.10407
H -1.24698 4.24354 1.35398
H -1.41048 2.75487 -1.04466
H 0.09722 2.14329 -0.09371
H -0.29736 1.65395 -2.80981
H -1.24160 0.10948 -2.28482
H 2.61478 -0.51592 -3.01562
H 2.64539 3.26641 -2.93684
H 4.48650 4.77586 -1.36531
H 6.03316 3.36744 0.63131
H 5.79144 0.54223 1.00297
H 3.91800 -0.85547 -0.62594
H 0.71385 -0.66253 2.99796
H -2.13749 -0.43427 3.65153
```

Summary:
orbital gap	7.97	eV
net charge	0
E_tot	-59533.15723	eV
multiplicity	1

=====

C21H22BBr3Cl2F2N5O8S | the ωB97M-V functional and the def2-TZVPD basis

The geometry in XYZ format:
```
65
C21H22BBr3Cl2F2N5O8S | the Open Molecules 2025 dataset | the ωB97M-V functional and the def2-TZVPD basis
C 2.93089 -0.81911 -0.64434
C 2.91798 -0.17409 -2.07069
B 1.55688 0.61972 -2.20815
O 1.65960 1.97471 -2.51766
C 0.13374 -0.09289 -2.03253
C -1.04468 0.57260 -1.79276
N -0.95854 2.01776 -1.73047
C -1.22332 2.47092 -2.84037
O -1.40488 2.89029 -3.89469
C -2.34623 -0.07426 -1.59519
C -3.53974 0.82147 -1.34362
O -4.62078 0.56689 -1.82836
N -3.43003 1.99882 -0.57588
C -4.55759 2.14446 0.29045
O -4.89502 1.34935 1.09351
F -5.23183 3.28746 0.18468
C -2.48169 -1.43868 -1.66853
C -3.86865 -2.03806 -1.46200
C -3.92112 -3.55514 -1.18079
C -5.20689 -4.03012 -0.44802
Cl -6.59516 -2.91757 -0.54778
C -1.28082 -2.16588 -1.95679
N -1.20222 -3.47794 -2.10936
S 0.34533 -3.90106 -2.37800
N 0.97335 -2.41584 -2.37514
C 0.03568 -1.52460 -2.12532
H 3.82202 -0.52191 -0.08890
H 2.90873 -1.91256 -0.68110
H 2.08682 -0.43887 -0.06272
H 3.76985 0.50427 -2.16553
H 2.96345 -0.93722 -2.86037
H 1.93140 2.43918 -1.70805
H -2.56996 1.96475 -0.02862
H -4.30860 -1.51451 -0.60532
H -4.52791 -1.79416 -2.29975
H -3.06500 -3.86632 -0.58028
H -3.91649 -4.06352 -2.15532
H -5.47455 -5.00606 -0.86413
H -4.95927 -4.23765 0.59687
O -2.20368 -4.66050 -5.05552
H -2.22628 -3.75636 -5.44170
H -1.85797 -4.64178 -4.12087
H -1.68559 -5.27793 -5.61576
F 2.80388 0.25068 1.90593
C 1.94274 0.94175 2.69771
C 2.22944 1.10759 4.02431
C 1.33650 1.82132 4.82757
C 0.16105 2.33909 4.29441
C -0.10159 2.15494 2.92598
C 0.78989 1.46374 2.13225
H 3.13884 0.68700 4.43053
H 1.56226 1.97057 5.87559
H -0.51719 2.88914 4.91633
H -1.00513 2.55159 2.49472
H 0.59891 1.31972 1.07311
C 6.57804 1.37129 4.69510
Br 6.41639 3.09694 5.53382
Br 6.04188 -0.05892 5.88825
Br 5.63675 1.30162 3.02708
H 7.62617 1.22242 4.47863
Cl -2.24325 1.40436 4.41950
N 5.89379 4.45103 0.96438
O 5.94834 5.35280 1.82249
O 6.92280 3.80365 0.67078
O 4.80827 4.18962 0.39639
```

Summary:
orbital gap	0.98	eV
net charge	-1
E_tot	-298076.40519	eV
multiplicity	1

=====

H6N2O3 | the ωB97M-V functional and the def2-TZVPD basis

The geometry in XYZ format:
```
11
H6N2O3 | the Open Molecules 2025 dataset | the ωB97M-V functional and the def2-TZVPD basis
O -1.40845 -1.09904 0.29762
N -1.63024 0.05485 -0.60258
O -1.01893 1.18337 -0.08964
H -1.75260 -0.88817 1.18169
H -2.63836 0.24937 -0.56090
H 0.01409 0.93509 -0.16928
N 1.28756 -0.06742 -0.32177
O 2.44234 -0.03511 0.52165
H 1.63007 -0.23764 -1.26592
H 0.71236 -0.87497 -0.02491
H 2.36216 0.77967 1.03403
```

Summary:
SMILES string	ONO.NO
orbital gap	10.03	eV
net charge	0
relative energy (zero: lowest compared OMol25 entry of this formula, charge and spin)	0.1005	eV
E_tot	-9215.24810	eV
multiplicity	1